Computed, not measured: a single C2HBN2S molecule, with ωB97M-V/def2-TZVPD.

```
! RIJCOSX wB97M-V def2-TZVPD def2/J DEFGRID3
* xyz 0 1
S -0.5902 -1.0224 -0.0934
N 2.0069 1.6824 1.3804
N 1.0016 -2.6193 2.8317
C 1.4543 0.6787 1.2797
C 0.9254 -1.6964 2.1696
B 0.6905 -0.6408 1.1284
H -0.9416 0.2164 -0.4225
*
```

Properties
Total energy in Ha: -609.37843
F_max in eV/Å: 1.6
HOMO energy in eV: -11.400
E_LUMO in Ha: -0.069
Relative energy (zero: lowest compared OMol25 entry of this formula, charge and spin) in kJ/mol: 1.1
SMILES: N#CB(S)C#N

From a natural (NBO) analysis of the wavefunction, the atomic charges in e read: -0.03, -0.22, -0.20, 0.00, -0.02, 0.31, 0.16

Computed, not measured: a molecular structure, C2HBr2ClS, with ωB97M-V/def2-TZVPD.

```
! RIJCOSX wB97M-V def2-TZVPD def2/J DEFGRID3
* xyz 0 1
Br 1.1216 0.0161 -2.1571
Br 1.9385 -2.4553 -0.2943
Cl -2.9315 1.6788 0.1829
S -1.0925 2.1713 0.3780
C 0.8811 -0.7075 -0.3884
C 0.2362 -0.3689 0.6249
H -0.1534 -0.3344 1.6540
*
```

Properties
Total energy in Ha: -6083.04225
F_max in eV/Å: 5.0
HOMO energy in eV: -8.911
E_LUMO in Ha: -0.105
Relative energy (zero: lowest compared OMol25 entry of this formula, charge and spin) in kJ/mol: 297.2

From a natural (NBO) analysis of the wavefunction, the atomic charges in e read: 0.16, 0.04, -0.11, 0.00, -0.26, -0.12, 0.28

Computed, not measured: a molecular structure, C2HBr2N2, with ωB97M-V/def2-TZVPD.

```
! RIJCOSX wB97M-V def2-TZVPD def2/J DEFGRID3
* xyz 1 1
Br -2.1440 -0.6730 -1.3456
Br 0.7892 0.3307 -2.1307
N 0.9583 0.2377 0.9908
N 1.8896 0.5304 1.4795
C -0.1718 -0.1145 0.5370
C -0.4389 -0.2341 -0.8902
H -0.8824 -0.0771 1.3592
*
```

Properties
Total energy in Ha: -5333.98325
F_max in eV/Å: 6.1
HOMO energy in eV: -15.168
E_LUMO in Ha: -0.246
Relative energy (zero: lowest compared OMol25 entry of this formula, charge and spin) in kJ/mol: 41.7

From a natural (NBO) analysis of the wavefunction, the atomic charges in e read: 0.37, 0.35, 0.12, 0.29, -0.28, -0.15, 0.30

Computed, not measured: a gas-phase ion, C2HBr2N2 (charge +1), with ωB97M-V/def2-TZVPD.

```
! RIJCOSX wB97M-V def2-TZVPD def2/J DEFGRID3
* xyz 1 1
Br 1.7675 0.4967 -1.9367
Br -0.9919 1.7910 -0.8130
N -0.7682 -0.4283 1.1288
N -1.5903 -0.3670 1.8701
C 0.3650 0.5045 -0.7400
C 0.2918 -0.4827 0.2277
H 0.9261 -1.5142 0.2631
*
```

Properties
Total energy in Ha: -5333.99217
F_max in eV/Å: 3.3
HOMO energy in eV: -15.275
E_LUMO in Ha: -0.235
Relative energy (zero: lowest compared OMol25 entry of this formula, charge and spin) in kJ/mol: 18.3
SMILES: N#[N+]C=C(Br)Br

From a natural (NBO) analysis of the wavefunction, the atomic charges in e read: 0.34, 0.29, 0.13, 0.34, -0.15, -0.28, 0.34

Computed, not measured: a molecular structure, C2HBrClFO, with ωB97M-V/def2-TZVPD.

```
! RIJCOSX wB97M-V def2-TZVPD def2/J DEFGRID3
* xyz 0 3
Br 2.0604 -0.8605 -0.9817
Cl 0.2627 1.8513 -0.9289
F 0.7922 0.6898 1.3292
O -1.3710 -0.7834 1.1107
C -0.8371 -0.4642 0.0773
C 0.2948 0.4954 0.1297
H -1.2020 -0.9283 -0.7363
*
```

Properties
Total energy in Ha: -3285.97106
F_max in eV/Å: 4.2
HOMO energy (alpha / beta) in eV: -8.189 / -10.354
E_LUMO (alpha / beta) in Ha: 0.020 / -0.157
Relative energy (zero: lowest compared OMol25 entry of this formula, charge and spin) in kJ/mol: 78.4
⟨S²⟩: 2.010

From a natural (NBO) analysis of the wavefunction, the atomic charges in e read: 0.09, 0.04, -0.30, -0.49, 0.27, 0.24, 0.15

Computed, not measured: a single C2HBrF2O molecule, with ωB97M-V/def2-TZVPD.

```
! RIJCOSX wB97M-V def2-TZVPD def2/J DEFGRID3
* xyz 0 1
Br -1.0508 1.6933 0.6581
F 0.3515 -0.3967 1.6160
F -0.0004 -0.7228 -1.7343
O 1.6446 0.4069 -0.7872
C 0.5768 -0.0576 -0.6778
C -0.3500 -0.0344 0.5549
H -1.1717 -0.8887 0.3702
*
```

Properties
Total energy in Ha: -2925.78212
F_max in eV/Å: 4.4
HOMO energy in eV: -11.199
E_LUMO in Ha: 0.012
Relative energy (zero: lowest compared OMol25 entry of this formula, charge and spin) in kJ/mol: 2.7
SMILES: O=C(F)[C@@H](F)Br

From a natural (NBO) analysis of the wavefunction, the atomic charges in e read: 0.10, -0.31, -0.34, -0.48, 0.81, 0.00, 0.22

Computed, not measured: 2 unconnected molecules or ions with the total composition C2HBrN2O2, with ωB97M-V/def2-TZVPD.

```
! RIJCOSX wB97M-V def2-TZVPD def2/J DEFGRID3
* xyz 0 1
Br -2.0580 -1.4549 0.1440
O -1.1852 1.4829 -1.0172
O -0.4523 1.5261 1.1533
N 0.6854 -0.9488 -0.2524
N 1.8983 -0.9527 -0.2943
C -0.7257 1.3826 0.0591
C -0.4944 -0.7307 -0.2564
H 2.3319 -0.3044 0.4639
*
```

Properties
Total energy in Ha: -2910.70282
F_max in eV/Å: 4.5
HOMO energy (alpha / beta) in eV: -8.898 / -8.897
E_LUMO (alpha / beta) in Ha: -0.012 / -0.012
Relative energy (zero: lowest compared OMol25 entry of this formula, charge and spin) in kJ/mol: 227.9

From a natural (NBO) analysis of the wavefunction, the atomic charges in e read: 0.23, -0.53, -0.51, 0.00, -0.46, 0.99, -0.07, 0.35

Computed, not measured: 2 unconnected molecules or ions with the total composition C2HBrN2O2, with ωB97M-V/def2-TZVPD.

```
! RIJCOSX wB97M-V def2-TZVPD def2/J DEFGRID3
* xyz 0 3
Br 0.2420 0.8300 -1.7971
O -1.3358 2.2554 0.3687
O 1.9428 -1.5545 0.3202
N -1.3484 -0.0618 0.8220
N -0.2437 -0.9447 0.7533
C -1.4018 1.1690 0.6803
C 0.9123 -1.2066 0.7253
H 1.2325 -0.4868 -1.8729
*
```

Properties
Total energy in Ha: -2910.55756
F_max in eV/Å: 5.8
HOMO energy (alpha / beta) in eV: -6.547 / -10.477
E_LUMO (alpha / beta) in Ha: -0.009 / -0.145
Relative energy (zero: lowest compared OMol25 entry of this formula, charge and spin) in kJ/mol: 315.1
⟨S²⟩: 2.013

From a natural (NBO) analysis of the wavefunction, the atomic charges in e read: -0.25, -0.42, -0.47, -0.23, -0.34, 0.66, 0.81, 0.24

Computed, not measured: 2 unconnected molecules or ions with the total composition C2HBrNO4, with ωB97M-V/def2-TZVPD.

```
! RIJCOSX wB97M-V def2-TZVPD def2/J DEFGRID3
* xyz -1 1
Br 1.1241 -2.0090 -1.2045
O 2.1260 -0.1968 1.8817
O 2.0477 1.0194 -0.0560
O -2.7900 0.7863 0.6728
O -2.8229 0.5113 -1.4471
N -2.1619 0.6665 -0.4095
C 0.7991 -0.7005 0.0169
C 1.8033 0.1607 0.8047
H -0.1254 -0.2377 -0.2591
*
```

Properties
Total energy in Ha: -3006.42674
F_max in eV/Å: 3.0
HOMO energy in eV: -3.561
E_LUMO in Ha: 0.040
Relative energy (zero: lowest compared OMol25 entry of this formula, charge and spin) in kJ/mol: 199.3

From a natural (NBO) analysis of the wavefunction, the atomic charges in e read: 0.21, -0.61, -0.55, -0.58, -0.57, 0.20, -0.06, 0.72, 0.25

Computed, not measured: a molecular structure, C2HCdO4, with ωB97M-V/def2-TZVPD.

```
! RIJCOSX wB97M-V def2-TZVPD def2/J DEFGRID3
* xyz 0 2
Cd -0.0791 0.0244 -2.0111
O -0.0093 -1.6301 -0.8260
O 0.3463 -1.7113 1.4110
O 1.5869 1.6200 1.2428
O 0.1456 0.2816 0.2241
C 0.5183 1.0784 1.2398
C 0.1418 -1.2071 0.3407
H -0.2655 1.1722 2.0110
*
```

Properties
Total energy in Ha: -545.47688
F_max in eV/Å: 2.4
HOMO energy (alpha / beta) in eV: -8.738 / -11.157
E_LUMO (alpha / beta) in Ha: 0.009 / -0.078
Relative energy (zero: lowest compared OMol25 entry of this formula, charge and spin) in kJ/mol: 85.5
⟨S²⟩: 0.751

From a natural (NBO) analysis of the wavefunction, the atomic charges in e read: 0.92, -0.85, -0.60, -0.50, -0.74, 0.67, 0.98, 0.13

Computed, not measured: a gas-phase ion, C2HCl2N2 (charge +1), with ωB97M-V/def2-TZVPD.

```
! RIJCOSX wB97M-V def2-TZVPD def2/J DEFGRID3
* xyz 1 1
Cl -0.2279 -0.4196 2.0914
Cl 1.5420 -1.9523 0.2865
N -1.4683 1.9830 -0.2674
N -0.7442 1.1477 -0.4240
C 0.4746 -0.6688 0.5048
C 0.0641 0.1876 -0.6261
H 0.3597 -0.2776 -1.5652
*
```

Properties
Total energy in Ha: -1106.33741
F_max in eV/Å: 7.9
HOMO energy in eV: -15.694
E_LUMO in Ha: -0.256
Relative energy (zero: lowest compared OMol25 entry of this formula, charge and spin) in kJ/mol: 29.3
SMILES: N#[N+]C=C(Cl)Cl

From a natural (NBO) analysis of the wavefunction, the atomic charges in e read: 0.20, 0.28, 0.31, 0.10, 0.06, -0.27, 0.31

Computed, not measured: 2 unconnected molecules or ions with the total composition C2HCl2N2O, with ωB97M-V/def2-TZVPD.

```
! RIJCOSX wB97M-V def2-TZVPD def2/J DEFGRID3
* xyz 1 1
Cl 1.0465 1.5009 -0.7914
Cl 1.8173 -0.1718 1.5243
O -2.2018 -1.6477 1.0548
N -1.7457 0.1718 -0.3459
N -1.3743 1.0683 -1.0079
C 1.8365 0.2114 -0.1053
C -1.8395 -0.6779 0.5340
H 2.4611 -0.4549 -0.8627
*
```

Properties
Total energy in Ha: -1181.44689
F_max in eV/Å: 2.7
HOMO energy (alpha / beta) in eV: -13.859 / -13.040
E_LUMO (alpha / beta) in Ha: -0.257 / -0.279
Relative energy (zero: lowest compared OMol25 entry of this formula, charge and spin) in kJ/mol: 479.4

From a natural (NBO) analysis of the wavefunction, the atomic charges in e read: 0.37, 0.26, -0.31, -0.23, 0.08, -0.22, 0.76, 0.29